88
Properties=species:S:1:pos:R:3:forces:R:3:mulliken_charge:R:1 method="wB97M-V/def2-TZVPD" spin_multiplicity=1 homo_lumo_gap_ev=8.34 smiles="CCP(C)[C@](O)(I)OC(=O)CNC.O=S1(=O)CCCC1.O=S1(=O)CCCC1.O=S1(=O)CCCC1.O=S1(=O)CCCC1" homo_ev=-7.94 total_charge=0
C -2.0262 0.0352 1.2439 0.394 -0.249 -0.735 -0.77
C -0.9200 -0.9264 1.7584 -0.616 -0.144 -0.171 -1.07
P 0.5819 -0.8157 0.7004 0.941 1.374 0.092 0.57
C 1.9428 -1.3263 1.8204 -0.999 -0.051 0.159 -1.26
C 0.3950 -2.0290 -0.7311 -0.285 -0.748 0.067 -0.29
O -0.5593 -3.0034 -0.5932 1.056 0.215 1.251 -0.39
I 2.2427 -3.1511 -1.1141 -0.087 -0.002 0.064 -0.01
O 0.0967 -1.3173 -1.9375 0.408 0.303 0.444 -0.05
C 0.4467 0.0175 -1.9878 -0.378 0.587 0.081 0.43
O -0.4280 0.8353 -1.9869 -0.295 0.035 -0.413 -0.57
C 1.8867 0.4713 -2.1358 0.265 -0.164 0.736 -0.37
N 2.0343 1.7351 -1.4236 0.411 -0.119 -0.392 -0.22
C 3.4088 2.2440 -1.4573 -0.715 0.781 0.364 -0.89
H -2.1559 0.9023 1.8897 -0.153 -0.172 0.109 0.33
H -1.7218 0.4318 0.2698 -0.122 0.069 0.047 0.18
H -2.9717 -0.4815 1.0686 -0.058 0.119 0.315 0.24
H -0.6521 -0.6139 2.7697 0.365 -0.174 -0.095 0.41
H -1.2922 -1.9531 1.8500 0.047 0.032 0.056 0.53
H 2.0710 -0.4462 2.4563 0.053 -0.012 -0.079 0.35
H 2.8735 -1.4801 1.2895 -0.053 -0.174 0.056 0.42
H 1.6574 -2.1468 2.4811 0.359 -0.230 -0.201 0.47
H -1.3646 -2.6316 -0.2089 0.038 0.083 -0.189 0.33
H 2.5602 -0.2339 -1.6426 -0.073 -0.157 -0.251 0.15
H 2.1646 0.5298 -3.1994 -0.175 -0.195 -0.026 0.42
H 1.4311 2.4278 -1.8523 -0.151 -0.113 0.175 0.21
H 3.4622 3.0018 -0.6676 0.180 0.012 -0.109 0.21
H 3.6281 2.7709 -2.3953 0.398 -0.377 -0.060 0.39
H 4.1481 1.4832 -1.2075 -0.103 -0.120 -0.265 0.33
O -2.3781 -4.1565 -4.7663 0.096 -0.039 0.040 -0.71
S -2.7435 -3.6556 -3.4648 -0.045 0.157 0.165 0.99
O -1.7769 -3.5391 -2.3978 -0.876 -0.538 -1.350 -0.48
C -3.5787 -2.0852 -3.6734 -0.304 0.171 -0.081 -0.74
C -5.0480 -2.4573 -3.8440 0.003 -0.085 -0.014 -0.20
C -5.3305 -3.5456 -2.8014 0.030 0.031 -0.005 -0.73
C -4.1845 -4.5636 -2.8807 -0.378 -0.008 0.095 -0.67
H -3.1595 -1.5617 -4.5293 0.151 -0.078 0.029 0.47
H -3.4197 -1.5037 -2.7651 0.080 -0.020 -0.002 0.32
H -5.6972 -1.5931 -3.7084 -0.017 -0.022 0.035 -0.07
H -5.2180 -2.8548 -4.8475 0.023 0.029 -0.012 0.39
H -5.3581 -3.0966 -1.8066 -0.002 0.016 -0.012 0.31
H -6.2938 -4.0246 -2.9689 -0.003 0.008 0.023 0.34
H -3.9565 -5.0003 -1.9118 0.151 -0.043 -0.058 0.37
H -4.3940 -5.3515 -3.6018 0.107 0.024 -0.051 0.34
O 3.7832 -2.4719 4.2485 -0.101 0.008 -0.242 -0.73
S 4.7211 -1.4224 3.9424 0.366 0.190 0.455 1.24
O 4.6623 -0.6835 2.7050 0.019 -0.030 -0.111 -0.59
C 4.7420 -0.2684 5.3112 0.094 0.141 0.234 -0.35
C 5.8047 -0.8217 6.2537 0.049 -0.113 -0.019 -0.72
C 6.9747 -1.2521 5.3602 -0.032 0.082 -0.019 -0.55
C 6.3879 -2.0493 4.1860 0.369 0.010 0.164 -0.84
H 3.7512 -0.2151 5.7571 -0.064 -0.058 -0.142 0.45
H 5.0336 0.7076 4.9195 0.020 -0.018 -0.024 0.01
H 6.1088 -0.0787 6.9890 -0.003 0.014 -0.019 0.38
H 5.4117 -1.6883 6.7906 -0.036 0.025 0.006 0.32
H 7.4891 -0.3649 4.9848 -0.032 0.016 0.007 0.26
H 7.7045 -1.8455 5.9088 0.000 -0.011 -0.020 0.34
H 6.9571 -1.9064 3.2708 -0.134 -0.057 -0.085 0.35
H 6.3132 -3.1105 4.4155 -0.130 0.003 -0.041 0.42
O 6.8919 2.9925 4.5983 0.126 -0.003 0.020 -0.63
S 6.9411 3.5889 3.2830 -0.141 0.018 -0.292 1.17
O 8.1670 4.1149 2.7414 0.139 -0.060 0.251 -0.71
C 6.2139 2.4464 2.1196 -0.292 -0.207 -0.160 -0.53
C 4.7297 2.7943 2.1255 -0.030 0.121 0.107 0.04
C 4.6587 4.3270 2.1149 0.034 -0.069 -0.028 -0.78
C 5.6522 4.8371 3.1672 -0.333 0.182 -0.118 -0.70
H 6.4168 1.4237 2.4308 0.072 0.034 0.049 0.18
H 6.6582 2.6364 1.1426 0.072 0.036 0.041 0.39
H 4.2145 2.3604 1.2721 -0.010 -0.084 0.053 -0.06
H 4.2581 2.4113 3.0334 0.014 -0.073 -0.027 0.11
H 4.9420 4.6982 1.1274 0.024 -0.007 0.009 0.31
H 3.6514 4.6860 2.3217 0.008 0.010 0.000 0.42
H 6.1038 5.7843 2.8835 0.129 -0.036 0.101 0.39
H 5.1877 4.9276 4.1474 0.091 -0.068 0.045 0.37
O -10.6159 -0.3517 -3.7500 -0.020 -0.146 0.121 -0.67
S -9.2787 -0.0382 -3.3197 0.260 0.173 -0.076 1.15
O -8.5547 -0.8898 -2.4094 -0.163 -0.154 -0.007 -0.64
C -8.2736 0.2636 -4.7711 0.086 0.205 -0.244 -0.41
C -8.4407 1.7552 -5.0423 -0.064 0.047 0.084 -0.67
C -8.3569 2.4424 -3.6726 0.033 -0.054 -0.045 -0.64
C -9.2507 1.6527 -2.7074 0.121 0.373 0.010 -0.64
H -8.6156 -0.3679 -5.5877 -0.058 -0.102 0.108 0.46
H -7.2423 0.0225 -4.5153 -0.020 -0.032 0.038 0.07
H -7.6782 2.1230 -5.7272 -0.008 -0.005 -0.006 0.36
H -9.4179 1.9447 -5.4915 0.010 -0.033 -0.026 0.31
H -7.3242 2.4230 -3.3184 -0.004 -0.018 -0.003 0.30
H -8.6644 3.4857 -3.7251 -0.001 -0.004 0.016 0.32
H -8.8599 1.6542 -1.6931 -0.088 -0.134 0.029 0.35
H -10.2738 2.0236 -2.7115 -0.040 -0.122 -0.023 0.37


120
Properties=species:S:1:pos:R:3:forces:R:3:mulliken_charge:R:1 method="wB97M-V/def2-TZVPD" spin_multiplicity=1 homo_lumo_gap_ev=4.79 homo_ev=-3.17 total_charge=-1
C 3.4024 -2.1497 -0.4570 0.247 1.067 1.508 -0.64
C 2.8266 -0.6826 -0.8975 -1.981 1.564 -1.754 0.22
C 3.9656 0.5432 -0.9453 -0.676 -0.431 -1.708 -1.03
N 1.5754 -0.3443 -1.2967 6.288 -0.212 1.997 -0.28
B 0.4980 -0.4792 -0.2716 -0.060 -1.361 0.343 -0.88
C 0.9226 -0.5529 1.2989 0.110 0.163 1.800 0.47
C 1.4378 0.8447 1.9813 -2.162 1.015 7.377 -0.02
O 1.0487 1.0718 3.2672 3.105 -0.802 -8.404 -0.48
F 2.2904 1.8839 1.3713 -2.287 -3.145 1.376 -0.23
P -0.6627 -1.9154 -0.8668 -1.618 -0.595 -0.719 1.11
C -1.7519 -2.5951 0.5394 -1.061 -0.871 0.829 -0.92
C 0.2871 -3.2664 -1.8149 0.532 -1.133 -0.257 -0.48
P -0.6062 1.1255 -0.4516 -0.816 0.674 -2.410 1.26
O -1.5465 0.8466 -1.9335 3.199 0.919 0.620 -0.59
O 0.3551 2.5609 -0.7981 0.395 -9.183 -4.496 -0.23
S -1.8810 1.3499 1.0001 0.080 0.607 -0.153 -0.54
H 3.9322 -1.9919 0.6016 -0.975 -0.355 -2.164 0.15
H 2.5958 -2.9782 -0.2835 1.557 1.821 -0.782 -0.05
H 4.2682 -2.4478 -1.1929 -1.876 0.483 1.247 0.38
H 3.4633 1.4667 -1.5093 0.955 -2.111 1.447 0.15
H 4.3043 0.8927 0.1184 -0.584 -0.969 -2.043 0.18
H 4.8344 0.1808 -1.6466 -1.152 0.755 1.650 0.41
H -0.0698 -0.8438 1.8992 2.358 1.071 -0.963 -0.16
H 1.6999 -1.3834 1.5907 -1.184 1.653 -0.668 0.21
H -2.6708 -3.1751 0.0525 1.962 1.066 1.064 0.33
H -2.2497 -1.6900 1.1376 1.323 -1.805 -1.399 0.26
H -1.2099 -3.3178 1.2934 -1.081 1.466 -1.464 -0.01
H 1.0294 -2.7193 -2.5523 -1.489 -1.055 1.592 0.21
H 0.8819 -4.0272 -1.1411 -0.985 1.269 -1.377 0.02
H -0.4807 -3.8784 -2.4805 1.624 1.284 1.580 0.07
H -0.8368 0.5739 -2.6128 -1.585 0.157 1.325 0.31
H 0.8054 2.3204 -1.6805 -0.536 -0.034 1.700 0.18
C 1.1914 1.5669 6.2569 -0.126 -0.930 -0.124 -0.27
C 0.9296 1.1782 7.7096 -0.664 0.277 -0.345 -0.25
O 2.0791 1.6212 8.4274 0.749 0.577 -0.426 -0.34
S 2.6651 2.9649 7.7122 -0.095 0.122 -0.449 1.08
O 2.1614 4.1145 8.4304 0.931 -1.229 -0.851 -0.55
O 4.0685 2.7613 7.4375 -1.628 0.455 0.700 -0.55
O 1.8383 2.8372 6.3129 0.440 0.398 1.403 -0.23
H 1.8734 0.8583 5.7761 -0.205 0.085 -0.024 0.24
H 0.2684 1.6344 5.6749 0.333 0.191 -0.006 0.29
H 0.7884 0.1019 7.8338 0.285 0.179 0.073 0.27
H 0.0578 1.7078 8.1082 0.010 -0.080 -0.053 0.33
C -2.4086 -4.7959 -6.6779 -0.012 -0.623 -0.062 -0.38
C -2.6704 -5.1845 -5.2253 -0.528 0.404 0.104 -0.17
O -1.5209 -4.7416 -4.5075 0.946 0.468 -0.764 -0.38
S -0.9349 -3.3979 -5.2227 0.018 0.759 0.688 1.14
O -1.4386 -2.2483 -4.5045 0.997 -1.511 -1.270 -0.41
O 0.4685 -3.6015 -5.4974 -1.593 0.319 0.423 -0.61
O -1.7617 -3.5256 -6.6220 0.206 0.062 0.860 -0.35
H -1.7266 -5.5045 -7.1588 -0.037 -0.012 0.038 0.30
H -3.3316 -4.7284 -7.2600 0.293 0.237 0.166 0.25
H -2.8116 -6.2608 -5.1011 0.259 0.136 0.073 0.29
H -3.5422 -4.6550 -4.8267 0.901 -0.290 0.002 0.37
C -2.3755 -2.6689 5.2614 -0.313 0.021 0.459 -0.27
C -1.8863 -3.9461 5.9390 0.548 0.419 0.071 -0.37
O -2.3878 -5.0111 5.1346 -0.478 0.343 -0.662 -0.32
S -2.4516 -4.5171 3.5814 0.202 0.007 -0.836 1.06
O -1.2612 -4.9882 2.9089 -1.799 0.412 0.885 -0.48
O -3.7852 -4.7557 3.0805 1.767 0.012 0.611 -0.57
O -2.2797 -2.9201 3.8603 0.196 -1.106 0.066 -0.17
H -3.4256 -2.4729 5.5012 0.089 -0.002 0.046 0.27
H -1.7722 -1.7993 5.5350 -0.022 -0.154 -0.315 0.24
H -2.2463 -4.0365 6.9667 -0.109 -0.173 -0.260 0.32
H -0.7927 -4.0026 5.9305 -0.077 0.083 0.044 0.29
C -8.4947 -4.8788 -4.8705 -0.578 -0.302 -0.182 -0.34
C -7.9436 -6.2388 -5.2906 -0.037 -0.080 0.760 -0.31
O -7.1102 -5.9721 -6.4163 0.152 1.022 -0.178 -0.34
S -6.4421 -4.4943 -6.2427 -0.287 0.501 -0.285 1.02
O -5.1142 -4.6609 -5.6949 -2.690 0.436 -1.212 -0.46
O -6.7103 -3.7284 -7.4376 0.710 -1.168 1.533 -0.57
O -7.4195 -3.9590 -5.0527 0.887 -0.599 -0.584 -0.32
H -9.3205 -4.5705 -5.5198 0.040 -0.070 0.070 0.28
H -8.8295 -4.8727 -3.8297 0.273 0.146 -0.154 0.31
H -8.7343 -6.9450 -5.5549 0.218 0.164 -0.209 0.31
H -7.3183 -6.6712 -4.5024 -0.132 0.032 -0.007 0.28
C 0.1354 7.4313 1.0748 -0.107 0.335 0.441 0.16
C 0.0762 6.4442 2.2375 0.639 0.052 -0.081 -0.28
O -0.8770 5.4599 1.8433 -0.559 0.488 -0.730 -0.38
S -0.8181 5.2844 0.2228 0.161 -0.576 0.379 1.06
O 0.0173 4.1429 -0.0774 -2.575 7.734 2.805 -0.46
O -2.1543 5.4419 -0.3027 1.345 -0.265 0.423 -0.66
O 0.0315 6.6366 -0.1054 -0.230 -0.374 0.242 -0.38
H -0.7159 8.1193 1.0981 0.064 0.009 0.072 0.30
H 1.0659 8.0051 1.0674 -0.411 -0.328 -0.214 -0.25
H -0.2259 6.9206 3.1733 -0.149 -0.191 -0.175 0.34
H 1.0399 5.9436 2.3789 -0.034 0.141 0.023 0.29
C 5.7976 9.8777 1.9644 0.611 -0.355 -0.138 -0.34
C 5.5097 9.4088 0.5407 0.173 0.667 -0.121 -0.33
O 4.4293 8.4864 0.6628 -0.424 0.049 1.081 -0.28
S 3.4807 8.9436 1.9084 -0.050 -0.247 0.134 1.14
O 2.3663 9.6949 1.3748 1.312 -0.868 0.931 -0.59
O 3.3167 7.8157 2.7958 -0.139 1.518 -1.322 -0.49
O 4.5220 9.9951 2.5923 -0.755 -0.384 -0.666 -0.30
H 6.3807 9.1321 2.5145 -0.011 0.070 -0.088 0.29
H 6.3225 10.8365 1.9850 -0.313 -0.084 0.078 0.30
H 6.3752 8.9296 0.0769 -0.295 -0.152 0.118 0.31
H 5.1742 10.2405 -0.0879 0.110 -0.030 0.055 0.28
C -2.6928 3.2154 -3.6701 0.825 0.386 0.467 -0.05
C -2.6234 4.6085 -4.2899 -0.494 0.047 0.751 -0.19
O -2.5535 4.3879 -5.6968 -0.162 -1.026 -0.548 -0.35
S -3.3887 3.0357 -6.0632 0.051 -0.299 0.426 1.12
O -4.7083 3.4267 -6.5069 1.515 -0.682 0.210 -0.56
O -2.5292 2.1603 -6.8257 -1.250 1.225 0.546 -0.54
O -3.5152 2.4482 -4.5477 -0.346 0.649 -1.404 -0.29
H -1.7028 2.7492 -3.6366 -0.195 0.100 0.132 0.04
H -3.1204 3.2320 -2.6641 0.016 -0.187 -0.269 0.29
H -1.7553 5.1752 -3.9448 -0.064 -0.169 -0.269 0.23
H -3.5355 5.1780 -4.0824 0.100 -0.021 0.065 0.32
C 5.9012 -6.6128 1.4070 0.396 0.154 -0.475 -0.33
C 6.5706 -5.4046 2.0565 0.250 -0.461 0.338 -0.35
O 5.5595 -4.4006 2.1079 -0.806 -0.471 -0.316 -0.30
S 4.1083 -5.1196 2.3012 -0.828 0.406 0.078 1.03
O 3.7719 -5.0864 3.7072 0.244 -0.084 -1.878 -0.60
O 3.2198 -4.6408 1.2678 1.206 -0.695 1.757 -0.38
O 4.5722 -6.6366 1.9251 -0.002 0.792 0.527 -0.33
H 5.8411 -6.4933 0.3204 0.066 0.000 0.085 0.27
H 6.4186 -7.5469 1.6414 -0.282 0.117 0.097 0.31
H 7.4352 -5.0523 1.4890 -0.305 0.145 0.024 0.32
H 6.8766 -5.6285 3.0839 0.041 -0.049 -0.106 0.29